# C54H40Cl4MnN4P2

A molecular structure, C54H40Cl4MnN4P2 in a non-equilibrium geometry (ωB97M-V/def2-TZVPD, the OMol25 dataset).

The calculation puts the total energy at -162597.425 eV. The value obtained for the gap between HOMO and LUMO (spin up / spin down) is 0.174 / 0.203 Eh.

```
! RIJCOSX wB97M-V def2-TZVPD def2/J DEFGRID3
* xyz 0 6
Mn 9.58804 -13.45091 15.40950
Cl 1.88172 -18.46277 15.46672
C 3.12291 -17.26847 15.25121
C 2.81847 -15.97405 14.85773
C 3.82356 -15.03857 14.73667
C 5.14556 -15.38584 14.99431
C 5.44575 -16.71353 15.28613
C 4.43654 -17.65498 15.45100
C 6.34034 -14.48139 15.02004
C 7.10920 -14.37067 13.85033
C 6.66586 -14.69233 12.57160
C 7.76449 -14.66816 11.73324
C 8.86853 -14.34557 12.53099
C 10.23500 -14.42529 12.12990
C 10.46584 -15.00105 10.73647
C 10.73310 -16.35777 10.64986
C 10.93213 -17.00481 9.44782
C 10.86661 -16.24428 8.28178
Cl 11.17739 -17.05847 6.77528
C 10.64993 -14.86987 8.33366
C 10.45468 -14.26099 9.56856
C 11.28095 -14.34524 13.00719
N 11.19332 -14.02202 14.35667
C 12.50974 -14.03801 14.81015
C 12.95147 -13.66049 16.03447
C 14.39603 -13.94317 16.38234
C 15.38438 -12.95580 16.38385
C 16.67961 -13.26097 16.72904
C 16.99957 -14.56967 17.09043
Cl 18.60406 -14.97344 17.55883
C 16.05212 -15.57513 17.05402
C 14.76014 -15.25038 16.71988
C 12.12477 -13.16410 17.05258
C 12.56152 -12.85883 18.36324
C 11.43504 -12.70739 19.13244
C 10.33592 -12.95655 18.32032
N 10.74014 -13.18483 17.01374
C 9.02364 -13.19562 18.80210
C 7.99182 -13.56044 18.01211
C 6.70082 -13.98683 18.50311
C 5.96535 -14.36696 17.44719
C 6.77926 -14.20186 16.28182
N 8.01977 -13.71597 16.63108
C 8.84447 -13.44725 20.27348
C 8.13179 -12.68076 21.17143
C 7.86874 -13.16148 22.46267
C 8.30591 -14.40888 22.81207
Cl 7.96743 -15.07567 24.38183
C 9.10132 -15.15555 21.96089
C 9.35303 -14.67465 20.71368
C 13.40682 -14.42014 13.73002
C 12.65487 -14.56697 12.63185
N 8.46100 -14.05661 13.81956
H 1.77490 -15.70769 14.72312
H 3.54987 -14.02639 14.48826
H 6.47944 -17.00918 15.41706
H 4.64725 -18.70916 15.67654
H 5.65086 -14.98128 12.32903
H 7.79743 -14.96609 10.68815
H 10.81106 -16.96004 11.56484
H 11.11581 -18.07112 9.42459
H 10.66498 -14.26777 7.43688
H 10.26164 -13.18435 9.61186
H 15.17763 -11.95189 16.08391
H 17.46300 -12.51490 16.65421
H 16.37598 -16.57982 17.27432
H 13.94586 -15.98804 16.75193
H 13.59647 -12.90717 18.68686
H 11.40954 -12.58674 20.21350
H 6.41579 -13.99637 19.54186
H 4.97514 -14.76199 17.50274
H 7.76210 -11.72237 20.86011
H 7.30714 -12.55653 23.17537
H 9.46576 -16.10954 22.25299
H 9.91442 -15.26560 19.99626
H 14.48921 -14.55028 13.78830
H 12.99455 -14.78785 11.63774
C 11.43672 -10.76267 12.25417
P 10.83818 -10.81162 13.98287
C 12.41252 -10.35187 14.81746
C 9.94820 -9.20945 14.12208
C 10.44618 -8.05659 13.51715
C 9.78348 -6.85400 13.65270
C 8.65342 -6.76689 14.46885
C 8.16315 -7.89590 15.08154
C 8.80188 -9.12911 14.93943
P 8.32946 -10.60007 15.95360
C 6.50326 -10.65068 15.82147
C 8.46622 -9.88509 17.63525
H 11.99702 -9.87671 11.98724
H 10.59736 -10.87592 11.57928
H 12.07281 -11.61460 12.09023
H 12.79939 -9.38593 14.45919
H 13.16868 -11.13316 14.61169
H 12.30759 -10.31759 15.88555
H 11.33729 -8.16120 12.92545
H 10.14995 -5.96293 13.18761
H 8.13534 -5.82598 14.62856
H 7.27885 -7.84408 15.72071
H 6.06681 -9.64533 15.84972
H 6.08661 -11.22515 16.66156
H 6.16992 -11.19179 14.93504
H 7.86702 -8.96977 17.75496
H 9.52379 -9.67095 17.83970
H 8.11764 -10.61960 18.36312
*
```

Here are the Löwdin charges for atoms 1 to 99, given in e:
1 Mn 0.98
2 Cl 0.66
3 C -0.68
4 C -0.10
5 C -0.03
6 C -0.21
7 C -0.02
8 C -0.10
9 C -0.10
10 C -0.25
11 C -0.01
12 C -0.01
13 C -0.24
14 C -0.08
15 C -0.21
16 C -0.04
17 C -0.10
18 C -0.66
19 Cl 0.65
20 C -0.09
21 C -0.03
22 C -0.26
23 N 0.00
24 C -0.25
25 C -0.12
26 C -0.20
27 C -0.03
28 C -0.10
29 C -0.68
30 Cl 0.68
31 C -0.11
32 C -0.02
33 C -0.25
34 C 0.00
35 C -0.02
36 C -0.26
37 N 0.03
38 C -0.11
39 C -0.25
40 C 0.03
41 C 0.01
42 C -0.27
43 N 0.00
44 C -0.21
45 C -0.02
46 C -0.09
47 C -0.67
48 Cl 0.66
49 C -0.10
50 C -0.02
51 C 0.02
52 C 0.00
53 N 0.04
54 H 0.11
55 H 0.12
56 H 0.13
57 H 0.11
58 H 0.12
59 H 0.12
60 H 0.14
61 H 0.11
62 H 0.11
63 H 0.12
64 H 0.11
65 H 0.11
66 H 0.10
67 H 0.14
68 H 0.12
69 H 0.12
70 H 0.12
71 H 0.12
72 H 0.11
73 H 0.11
74 H 0.10
75 H 0.14
76 H 0.13
77 H 0.12
78 C -0.27
79 P 0.90
80 C -0.26
81 C -0.39
82 C -0.10
83 C -0.07
84 C -0.08
85 C -0.11
86 C -0.38
87 P 0.89
88 C -0.27
89 C -0.26
90 H 0.03
91 H 0.04
92 H 0.02
93 H 0.05
94 H 0.04
95 H 0.03
96 H 0.09
97 H 0.10
98 H 0.11
99 H 0.10